Here is a molecular structure, C15H16BrEuF6N3O9S2 at a distorted geometry from the Open Molecules 2025 dataset. Energies are from the ωB97M-V functional and the def2-TZVPD basis.

```
53
Properties=species:S:1:pos:R:3:forces:R:3:lowdin_charge:R:1
Eu 0.000 0.000 0.000 0.732 -0.070 -0.984 1.83
O -0.153 -2.802 -3.396 0.050 2.263 2.700 -0.01
C 0.105 -2.113 -2.351 -0.497 -2.491 -3.203 -0.52
O -0.536 -1.141 -1.839 1.139 -1.980 -1.429 -0.26
C 1.326 -2.425 -1.538 2.539 -3.386 -1.635 -0.52
O 2.101 -3.376 -1.897 -2.041 2.854 1.021 0.00
O 1.413 -1.638 -0.543 1.544 -1.197 -0.745 -0.23
Br -4.979 2.113 -4.469 -0.285 0.154 -0.250 0.57
C -3.640 1.538 -3.266 -0.644 0.494 -0.792 -0.79
C -2.771 2.466 -2.706 1.044 0.421 0.779 -0.18
C -1.809 1.994 -1.832 -0.775 1.009 -0.845 -0.20
N -1.672 0.693 -1.498 -0.531 1.233 -0.219 -0.19
C -2.535 -0.179 -2.063 -2.324 -0.303 -0.785 -0.18
C -3.531 0.190 -2.948 0.600 -1.063 0.948 -0.16
H -2.834 3.522 -2.937 0.060 -0.046 -0.033 0.07
H -1.100 2.670 -1.361 -0.193 0.160 -0.251 0.08
H -2.399 -1.218 -1.774 -0.714 0.440 -0.267 0.10
H -4.196 -0.554 -3.370 0.063 0.028 0.083 0.08
O -1.371 1.663 0.605 -1.910 1.410 2.343 -0.23
C -2.089 1.508 1.589 -0.191 0.645 -0.176 -0.47
C -2.046 0.257 2.443 -0.351 -0.082 -0.375 -0.13
C -1.627 0.468 3.901 0.491 -0.268 0.602 -0.18
C -1.682 1.896 4.442 0.095 0.147 -0.205 -0.20
C -3.061 2.560 4.418 0.014 0.275 0.506 -0.20
C -3.839 2.405 3.116 0.041 -0.182 -0.044 -0.20
N -2.990 2.471 1.951 0.462 -0.078 -0.486 0.09
H -1.360 -0.456 1.970 -0.219 0.075 0.389 0.07
H -3.034 -0.218 2.399 0.006 0.116 -0.073 0.12
H -0.593 0.115 4.010 -0.182 0.187 -0.102 0.11
H -2.230 -0.188 4.540 -0.045 0.080 -0.073 0.11
H -0.970 2.520 3.886 -0.085 -0.212 -0.033 0.12
H -1.320 1.894 5.478 -0.040 -0.046 -0.169 0.11
H -2.919 3.629 4.622 -0.033 -0.086 -0.002 0.10
H -3.673 2.172 5.241 -0.037 -0.012 -0.073 0.10
H -4.591 3.196 3.028 0.072 -0.181 -0.015 0.12
H -4.374 1.449 3.105 -0.018 0.058 0.025 0.11
H -2.977 3.306 1.376 0.005 -0.272 0.073 0.15
F 4.201 -1.485 0.484 -0.780 -0.658 0.975 0.10
C 3.560 -2.453 1.193 1.719 -1.591 -2.787 -0.58
F 3.224 -3.414 0.276 0.369 1.165 2.031 0.09
F 4.479 -3.049 2.012 -0.865 0.638 -0.266 0.08
S 2.075 -1.859 2.115 -2.358 -1.489 -1.409 0.65
O 1.593 -0.660 1.427 2.552 -1.111 3.819 -0.57
O 1.116 -2.972 2.049 1.594 1.483 0.906 -0.30
N 2.658 -1.679 3.579 -0.308 0.562 -0.505 -0.30
S 3.619 -0.433 3.744 0.812 2.870 -0.733 0.59
O 2.967 0.860 3.958 0.595 -1.857 0.156 -0.31
O 4.780 -0.391 2.854 -1.264 -0.367 1.231 -0.29
C 4.295 -0.898 5.379 0.647 -1.058 1.942 -0.61
F 4.928 -2.109 5.348 -0.476 1.017 -0.190 0.09
F 5.207 -0.002 5.854 -0.832 -0.501 -0.739 0.09
F 3.326 -1.006 6.334 0.590 0.247 -0.855 0.09
H 0.476 1.124 1.718 0.164 0.560 0.216 -0.03
```
Positions in Å, forces in eV/Å.

- max |F| (Eh/bohr) = 0.09190
- net charge = -2
- energy above the lowest of the compared OMol25 structures with the same formula, charge and spin (kJ/mol) = 259.7
- multiplicity = 8
- <S²> = 15.850